{
  "formula": "C49H69As2CdFN9O3PS3",
  "method": "the ωB97M-V functional and the def2-TZVPD basis",
  "symbols": ["Cd", "C", "C", "N", "C", "C", "C", "O", "O", "C", "O", "C", "C", "C", "F", "C", "C", "C", "N", "C", "C", "N", "C", "C", "H", "H", "H", "H", "H", "H", "H", "H", "H", "H", "H", "H", "H", "H", "H", "H", "H", "H", "C", "As", "C", "C", "C", "C", "C", "C", "C", "As", "C", "C", "H", "H", "H", "H", "H", "H", "H", "H", "H", "H", "H", "H", "H", "H", "H", "H", "N", "P", "N", "C", "C", "C", "C", "C", "N", "C", "C", "C", "C", "C", "N", "C", "C", "C", "C", "C", "H", "H", "H", "H", "H", "H", "H", "H", "H", "H", "H", "H", "H", "H", "H", "H", "H", "H", "H", "H", "H", "H", "H", "H", "H", "H", "H", "H", "H", "H", "S", "C", "S", "C", "N", "N", "C", "C", "C", "C", "C", "C", "S", "H", "H", "H", "H", "H"],
  "positions_angstrom": [[-1.13277, 0.73474, -0.13678], [5.22953, -0.01956, 4.13602], [5.05293, 1.38524, 3.56912], [4.07923, 1.41284, 2.50192], [2.77973, 1.71704, 2.79872], [1.76523, 1.73794, 1.90482], [0.34873, 2.01534, 2.49292], [0.34433, 2.53604, 3.60262], [-0.63517, 1.64424, 1.81622], [2.00663, 1.42214, 0.51622], [1.16523, 1.41604, -0.39018], [3.40893, 1.10014, 0.22042], [3.74673, 0.77854, -1.09238], [5.04963, 0.52584, -1.44088], [5.34003, 0.30304, -2.75598], [6.06353, 0.51054, -0.48398], [5.71593, 0.75694, 0.83922], [4.40933, 1.08734, 1.21572], [7.43973, 0.26044, -0.75638], [8.34283, 1.35484, -0.46888], [9.75563, 0.79764, -0.31128], [10.13333, 0.13004, -1.58428], [9.18283, -0.96956, -1.90468], [7.77273, -0.39336, -2.00008], [6.01673, -0.01226, 4.88502], [5.47683, -0.73376, 3.35362], [4.30293, -0.34186, 4.60482], [6.00143, 1.78484, 3.19952], [4.70633, 2.04194, 4.36822], [2.55693, 1.96844, 3.82842], [2.95943, 0.76314, -1.82768], [6.49873, 0.67384, 1.57352], [8.04013, 1.83594, 0.46072], [8.33793, 2.12554, -1.26238], [9.77143, 0.04914, 0.48302], [10.47083, 1.59194, -0.08838], [11.09033, -0.23196, -1.53198], [10.08543, 0.82834, -2.33918], [9.23343, -1.70796, -1.10388], [9.46893, -1.42726, -2.85338], [7.07223, -1.21406, -2.15858], [7.71773, 0.28084, -2.87078], [-1.59817, 0.28184, -4.43378], [-0.79957, 1.39264, -2.99428], [0.94693, 1.68014, -3.90168], [-1.52147, 3.16194, -3.46098], [-2.03677, 3.43924, -4.72218], [-2.55427, 4.68674, -5.02338], [-2.55687, 5.67734, -4.05838], [-2.03247, 5.41564, -2.80418], [-1.51117, 4.16674, -2.48708], [-0.76277, 3.72594, -0.71738], [-1.61277, 5.11544, 0.39122], [0.96563, 4.68954, -1.00118], [-1.23147, 0.52934, -5.43218], [-2.68427, 0.38394, -4.40788], [-1.35337, -0.76056, -4.21828], [0.79753, 2.10504, -4.89668], [1.47223, 0.72754, -3.98858], [1.54623, 2.36744, -3.30598], [-2.04137, 2.66954, -5.48438], [-2.96007, 4.88254, -6.00678], [-2.97067, 6.65154, -4.28238], [-2.03767, 6.19834, -2.05578], [-1.28537, 6.13124, 0.15952], [-1.36727, 4.89104, 1.43082], [-2.69457, 5.03544, 0.28092], [0.82383, 5.69144, -1.40978], [1.59493, 4.11374, -1.68018], [1.47963, 4.76114, -0.04068], [-0.81177, -1.20526, -0.64498], [-1.06977, -2.05826, 0.60902], [-2.63967, -2.19326, 1.27982], [-3.13467, -1.20746, 2.23592], [-4.64997, -1.00916, 2.11952], [-5.34697, -2.34756, 1.88862], [-4.85557, -2.97666, 0.57692], [-3.53647, -2.34076, 0.13992], [-0.03817, -1.81026, 1.95412], [-0.28357, -1.75646, 3.38162], [1.02763, -1.71176, 4.16482], [2.01513, -2.78636, 3.70972], [2.19303, -2.77206, 2.17952], [1.33663, -1.67176, 1.55182], [-0.86297, -3.70586, 0.25432], [0.06753, -4.06166, -0.78298], [-0.35307, -5.36736, -1.45618], [-0.48587, -6.45896, -0.39798], [-1.49217, -6.01756, 0.66182], [-1.03547, -4.69826, 1.28502], [-2.63187, -0.23036, 2.11662], [-2.92407, -1.59086, 3.24102], [-4.88177, -0.31936, 1.30722], [-5.00657, -0.55686, 3.04752], [-6.42937, -2.20666, 1.85672], [-5.12557, -3.01466, 2.72682], [-5.59007, -2.83206, -0.21888], [-4.71207, -4.05186, 0.71512], [-3.71737, -1.36546, -0.34298], [-3.03137, -2.98046, -0.59068], [-0.85957, -2.64016, 3.67962], [-0.84707, -0.85106, 3.64162], [0.80393, -1.83986, 5.22772], [1.46843, -0.72236, 4.03182], [1.66183, -3.76526, 4.03582], [2.97623, -2.61576, 4.20082], [1.88603, -3.73046, 1.76102], [3.24223, -2.62286, 1.91432], [1.36103, -1.73126, 0.45702], [1.74163, -0.69686, 1.84752], [1.09583, -4.19486, -0.39518], [0.06673, -3.22676, -1.48898], [0.39803, -5.64636, -2.19918], [-1.31167, -5.23186, -1.96038], [0.48883, -6.62746, 0.07142], [-0.79767, -7.40056, -0.85488], [-1.58097, -6.77826, 1.44052], [-2.46927, -5.87596, 0.19682], [-0.10197, -4.88176, 1.84692], [-1.78617, -4.31576, 1.98032], [-8.05687, 3.09864, -3.35968], [-6.97307, 2.56074, -2.24408], [-5.28637, 3.03544, -2.32498], [-4.97217, 2.03314, -0.85828], [-6.04147, 1.44764, -0.45458], [-7.15327, 1.72784, -1.18458], [-8.35127, 1.18814, -0.68308], [-8.27047, 0.38474, 0.45872], [-9.41567, -0.11376, 1.04782], [-10.66227, 0.17064, 0.51332], [-10.74267, 0.93214, -0.63848], [-9.60337, 1.43494, -1.24058], [-3.48067, 2.03674, -0.08848], [-7.29967, 0.17774, 0.87832], [-9.33657, -0.72146, 1.93912], [-11.56017, -0.19566, 0.98942], [-11.70617, 1.14794, -1.07688], [-9.70477, 2.02444, -2.13458]],
  "forces_ev_per_angstrom": [[-0.358, 1.038, -0.170], [0.005, 0.210, -0.072], [0.282, -0.269, 0.384], [-0.432, 0.212, 0.123], [-0.001, 0.086, -0.334], [-0.792, 0.043, 0.080], [0.800, -0.066, 0.054], [0.028, 0.194, 0.394], [-0.484, -0.110, -0.075], [-0.360, 0.119, 0.029], [1.018, -0.126, 0.339], [0.465, -0.192, -0.191], [0.276, 0.038, 0.168], [-0.255, 0.043, -0.157], [-0.003, 0.046, 0.235], [-0.202, 0.082, 0.422], [0.040, -0.013, -0.253], [-0.055, 0.005, -0.629], [-0.026, 0.027, -0.146], [0.143, -0.122, 0.083], [-0.425, 0.607, 0.625], [0.416, 0.022, -0.218], [-0.768, -0.484, -0.273], [0.188, -0.203, 0.018], [0.088, -0.113, 0.106], [0.069, -0.083, -0.045], [-0.071, -0.079, 0.048], [-0.109, 0.060, 0.092], [0.010, 0.093, -0.180], [-0.002, 0.007, 0.015], [-0.131, 0.044, -0.183], [0.080, -0.026, 0.145], [0.130, 0.024, -0.094], [-0.029, -0.018, 0.038], [0.087, 0.012, -0.146], [0.017, -0.136, -0.134], [-0.144, 0.158, -0.111], [0.179, -0.194, 0.136], [0.143, 0.095, -0.020], [0.116, 0.080, 0.117], [0.157, 0.058, -0.151], [-0.033, -0.068, 0.031], [-0.002, 0.030, 0.271], [0.013, 0.019, -1.102], [-0.116, -0.106, 0.182], [-0.003, -0.122, 0.106], [0.033, -0.166, -0.101], [-0.026, -0.036, -0.113], [-0.010, 0.113, 0.028], [0.039, 0.108, 0.188], [-0.009, -0.220, 0.128], [0.021, 1.124, -0.151], [-0.053, -0.100, 0.013], [-0.090, -0.212, 0.123], [0.017, 0.104, 0.113], [0.047, 0.024, 0.023], [0.013, 0.098, 0.059], [-0.065, -0.043, 0.089], [-0.012, -0.010, 0.028], [0.020, 0.011, 0.027], [-0.034, -0.014, -0.007], [-0.031, -0.008, -0.034], [-0.013, 0.040, 0.016], [-0.022, 0.025, 0.030], [0.045, -0.101, -0.092], [0.017, -0.015, -0.040], [0.060, -0.031, -0.019], [-0.107, -0.054, 0.035], [-0.018, -0.030, -0.025], [-0.004, 0.010, 0.026], [0.169, -1.018, 0.201], [-0.229, -1.031, 0.856], [0.793, 0.146, -0.348], [-0.064, 0.455, 0.450], [0.038, -0.142, 0.060], [0.019, 0.125, 0.002], [0.159, 0.034, -0.001], [-0.560, -0.253, -0.563], [-0.439, 0.296, -0.654], [-0.313, 0.131, 0.209], [-0.042, -0.277, -0.066], [0.015, 0.129, 0.025], [-0.076, 0.094, -0.048], [0.572, -0.258, -0.191], [0.109, 0.338, -0.115], [-0.083, -0.014, -0.590], [0.314, -0.006, 0.227], [-0.268, -0.006, -0.165], [0.343, 0.002, 0.161], [-0.274, -0.153, 0.103], [-0.130, -0.162, 0.182], [0.012, 0.207, -0.044], [-0.012, 0.080, 0.006], [0.033, 0.105, -0.059], [-0.011, -0.043, 0.091], [-0.035, 0.010, 0.026], [0.003, -0.044, -0.009], [-0.031, -0.003, -0.087], [0.026, -0.207, 0.028], [-0.243, 0.166, -0.004], [-0.073, 0.072, 0.152], [-0.083, -0.203, 0.058], [0.004, 0.144, -0.065], [0.055, 0.095, 0.114], [-0.031, -0.051, 0.053], [0.017, -0.088, 0.081], [0.024, -0.044, -0.069], [0.102, 0.021, -0.070], [0.188, 0.155, 0.174], [-0.020, -0.077, -0.140], [-0.009, 0.033, 0.035], [0.162, -0.135, -0.005], [-0.042, -0.010, -0.094], [-0.017, 0.065, -0.064], [0.039, -0.033, 0.033], [0.027, -0.056, 0.012], [-0.087, -0.018, 0.024], [-0.094, 0.000, 0.032], [0.037, 0.060, -0.003], [0.106, -0.144, 0.025], [-0.154, 0.379, -0.589], [0.247, 0.047, -0.144], [-0.347, -0.748, 0.856], [-0.842, 0.362, -1.265], [0.651, -0.454, 0.804], [0.445, 0.661, -0.830], [-0.618, -0.356, 0.365], [0.119, -0.014, 0.037], [-0.054, 0.013, -0.017], [-0.122, -0.028, -0.007], [-0.015, -0.163, 0.239], [-0.044, 0.155, -0.218], [0.875, 0.224, 0.743], [-0.012, -0.015, 0.062], [0.054, -0.018, 0.032], [-0.061, -0.070, 0.026], [-0.059, 0.033, -0.055], [0.071, -0.033, 0.098]],
  "lowdin_charge": [1.139, -0.056, -0.196, -0.038, 0.019, -0.039, -0.661, 0.011, -0.178, -0.339, -0.151, -0.038, 0.100, -0.180, 0.044, -0.155, 0.049, -0.127, -0.097, -0.139, -0.095, 0.050, -0.091, -0.154, 0.076, 0.071, 0.074, 0.110, 0.128, 0.144, 0.124, 0.105, 0.132, 0.145, 0.144, 0.140, 0.189, 0.189, 0.144, 0.141, 0.149, 0.136, -0.311, 1.091, -0.306, -0.444, -0.124, -0.093, -0.092, -0.114, -0.435, 1.055, -0.311, -0.295, 0.015, 0.024, 0.013, 0.022, 0.015, -0.007, 0.087, 0.101, 0.101, 0.091, 0.017, 0.021, 0.009, 0.018, -0.006, 0.014, -0.394, 0.493, -0.207, -0.232, -0.191, -0.192, -0.167, -0.259, -0.188, -0.209, -0.178, -0.185, -0.165, -0.244, -0.224, -0.249, -0.189, -0.217, -0.185, -0.228, 0.079, 0.099, 0.066, 0.116, 0.094, 0.105, 0.108, 0.098, 0.100, 0.098, 0.112, 0.106, 0.116, 0.095, 0.104, 0.088, 0.081, 0.096, 0.095, 0.089, 0.107, 0.087, 0.103, 0.113, 0.107, 0.102, 0.106, 0.109, 0.108, 0.104, 0.587, -1.087, 0.932, -1.112, -0.018, -0.141, -0.178, -0.019, -0.090, -0.107, -0.091, -0.056, 0.447, 0.085, 0.099, 0.094, 0.100, 0.000],
  "total_energy_ha": -8902.109931,
  "de_lowest_kj_mol": 24.6,
  "orbital_gap_ha": 0.1421,
  "lumo_energy_ev": -2.190,
  "charge": 0,
  "e_homo_ev": -6.1
}